Record 1
{"formula": "C7H15NO2", "method": "ωB97M-V with the def2-TZVPD basis set", "lumo_energy_ha": 0.0209, "smiles": "C[C@H]1CC[C@H]1N(C)C=O.O", "elements": ["O", "O", "N", "C", "C", "C", "C", "C", "C", "C", "H", "H", "H", "H", "H", "H", "H", "H", "H", "H", "H", "H", "H", "H", "H"], "xyz": [[0.18, -4.11, -1.05], [-2.13, -1.24, -2.10], [-0.73, -0.64, -0.35], [1.74, 1.45, 0.95], [0.83, 1.49, -0.30], [0.56, -0.02, -0.05], [-0.37, 2.42, -0.18], [-1.78, -0.67, 0.65], [-1.02, -0.94, -1.67], [1.01, 0.16, 1.41], [0.02, -3.33, -0.47], [-2.15, 0.34, 0.89], [1.34, 1.68, -1.26], [1.59, -0.64, 1.87], [-1.42, -1.14, 1.57], [-0.15, -0.81, -2.33], [1.32, -0.60, -0.59], [-0.05, 3.46, -0.33], [1.68, 2.31, 1.62], [-1.13, 2.19, -0.94], [2.79, 1.26, 0.70], [-2.62, -1.26, 0.26], [1.13, -4.11, -1.20], [0.17, 0.41, 2.08], [-0.84, 2.35, 0.81]], "mulliken_charge": [-0.644, -0.566, 0.153, -0.743, 0.386, -0.471, -1.510, -1.028, 0.163, -0.814, 0.324, 0.275, 0.335, 0.332, 0.330, 0.358, 0.416, 0.407, 0.360, 0.313, 0.259, 0.395, 0.315, 0.347, 0.310]}



Record 2
{"formula": "Cl2H2N2S2", "method": "ωB97M-V with the def2-TZVPD basis set", "lumo_energy_ha": [-0.0361, -0.0353], "elements": ["Cl", "Cl", "S", "S", "N", "N", "H", "H"], "xyz": [[-0.58, -1.93, 1.32], [-2.09, 1.37, -0.58], [0.49, -1.15, -1.39], [0.58, 1.54, 0.05], [-0.86, 0.81, 0.43], [-0.62, -1.21, -0.22], [1.30, 1.70, 1.29], [1.77, -1.12, -0.88]], "mulliken_charge": [-0.015, -0.018, -0.013, -0.053, -0.153, -0.106, 0.188, 0.170]}



Record 3
{"formula": "C30H28ClIMoN8O5PS", "method": "ωB97M-V with the def2-TZVPD basis set", "lumo_energy_ha": [-0.1384, -0.1513], "multiplicity": 3, "s2": 2.02, "charge": 1, "elements": ["I", "Mo", "Cl", "S", "P", "O", "O", "O", "O", "O", "N", "N", "N", "N", "N", "N", "N", "N", "C", "C", "C", "C", "C", "C", "C", "C", "C", "C", "C", "C", "C", "C", "C", "C", "C", "C", "C", "C", "C", "C", "C", "C", "C", "C", "C", "C", "C", "C", "H", "H", "H", "H", "H", "H", "H", "H", "H", "H", "H", "H", "H", "H", "H", "H", "H", "H", "H", "H", "H", "H", "H", "H", "H", "H", "H", "H"], "xyz": [[4.42, -0.72, 3.65], [0.60, 0.60, 0.55], [6.48, -3.17, -1.07], [-0.20, -2.49, -0.09], [-0.90, 3.67, -0.96], [-0.65, -1.90, -1.33], [0.09, 0.79, 2.46], [2.35, 0.18, 1.40], [1.03, -3.25, -0.11], [-0.13, -0.32, 4.38], [-3.24, 2.73, 0.31], [0.27, 1.27, -1.28], [-1.54, 1.36, 0.51], [1.13, 2.74, 0.76], [0.21, 2.25, -3.33], [2.11, -0.43, -1.13], [-0.15, -1.29, 0.98], [0.98, 4.93, 0.76], [4.19, -1.70, -1.13], [-2.80, -3.15, 0.38], [-2.17, -5.56, 1.60], [-0.10, 2.26, -1.89], [-4.03, 3.92, 0.01], [4.32, -1.13, 1.62], [3.19, -0.93, -0.50], [-1.47, -3.55, 0.51], [1.96, 4.59, 1.65], [-4.60, -6.09, 1.97], [5.25, -2.20, -0.33], [2.04, 3.23, 1.66], [0.03, 3.48, -4.10], [0.76, -0.21, -3.27], [0.65, 1.16, -3.87], [-3.67, 1.65, 1.03], [-3.50, -5.19, 1.48], [0.10, -1.62, 2.38], [0.01, -0.32, 3.19], [-3.80, -3.97, 0.86], [-1.15, -4.75, 1.12], [0.60, 6.29, 0.43], [1.99, -0.62, -2.44], [3.27, -0.62, 0.89], [5.30, -1.93, 1.00], [-2.61, 0.81, 1.15], [4.05, -1.89, -2.51], [2.97, -1.35, -3.15], [-1.94, 2.52, 0.01], [0.50, 3.78, 0.23], [-0.65, -2.32, 2.77], [1.09, -2.05, 2.55], [0.77, -0.88, -4.13], [2.83, -1.50, -4.21], [1.31, 6.73, -0.27], [-0.13, -0.43, -2.68], [-5.45, -5.51, 2.33], [0.57, 6.88, 1.34], [-2.54, -0.14, 1.65], [6.12, -2.33, 1.59], [0.89, 1.26, -4.92], [4.78, -2.47, -3.06], [-3.80, 4.72, 0.71], [-4.68, 1.59, 1.40], [-0.39, 6.29, -0.03], [0.35, 3.33, -5.13], [-0.11, -5.04, 1.21], [-4.96, -6.73, 1.16], [2.66, 2.57, 2.23], [-5.08, 3.66, 0.10], [-3.84, 4.25, -1.01], [0.62, 4.28, -3.65], [2.50, 5.34, 2.21], [-1.02, 3.77, -4.08], [-4.25, -6.74, 2.77], [-3.03, -2.22, -0.11], [-4.84, -3.67, 0.76], [-1.92, -6.50, 2.08]], "mulliken_charge": [0.030, -1.294, -0.253, 1.519, -0.445, -0.849, -0.569, -0.202, -0.749, -0.653, 0.134, 0.151, 1.153, 1.008, 0.323, 0.521, 1.167, 0.144, 0.181, -0.549, -0.860, 0.137, -0.859, -0.192, 0.248, -0.598, -0.712, -1.492, 0.480, -0.814, -0.844, -1.451, 0.247, -0.848, 1.007, -0.368, 0.282, -0.894, -0.236, -0.901, 1.535, -0.165, -0.291, -0.876, -1.289, -1.115, -0.211, 0.134, 0.439, 0.142, 0.707, 0.475, 0.309, 0.183, 0.380, 0.358, 0.594, 0.442, 0.410, 0.463, 0.305, 0.461, 0.348, 0.335, 0.500, 0.291, 0.534, 0.328, 0.363, 0.330, 0.475, 0.350, 0.378, 0.528, 0.376, 0.377]}



Record 4
{"formula": "C6H8ClN", "method": "ωB97M-V with the def2-TZVPD basis set", "lumo_energy_ha": 0.0275, "elements": ["Cl", "N", "C", "C", "C", "C", "C", "C", "H", "H", "H", "H", "H", "H", "H", "H"], "xyz": [[-3.13, 0.37, 0.01], [1.08, -1.59, 0.11], [1.17, 0.82, -0.26], [-0.48, -0.09, 1.16], [0.31, -0.30, -0.04], [1.79, 1.95, -0.13], [-0.82, -0.43, -1.13], [-1.44, 0.39, 0.07], [-0.80, -0.97, 1.88], [2.79, 2.60, 0.01], [1.33, -2.06, -0.86], [-0.77, 0.01, -2.07], [-1.25, 1.50, -0.12], [1.99, -1.59, 0.79], [-1.48, -1.23, -1.32], [-0.27, 0.63, 1.90]], "mulliken_charge": [-0.222, -0.634, -0.786, -1.068, 1.815, -0.252, -1.580, 0.324, 0.272, 0.314, 0.257, 0.359, 0.152, 0.255, 0.472, 0.324]}



Record 5
{"formula": "C3H11N2", "method": "ωB97M-V with the def2-TZVPD basis set", "lumo_energy_ha": -0.1219, "charge": 1, "smiles": "NCCC[NH3+]", "elements": ["N", "N", "C", "C", "C", "H", "H", "H", "H", "H", "H", "H", "H", "H", "H", "H"], "xyz": [[0.59, -1.47, 0.82], [1.00, 0.62, -1.11], [-0.41, -0.43, 1.18], [-0.32, 1.23, -0.70], [-1.11, 0.10, -0.06], [-0.77, 1.62, -1.60], [0.21, -2.32, 0.43], [-0.09, 2.03, 0.00], [-1.21, -0.69, -0.82], [-2.12, 0.39, 0.19], [1.40, 0.07, -0.38], [1.73, 1.23, -1.48], [-1.10, -0.72, 1.97], [0.24, 0.29, 1.64], [1.30, -1.57, 1.52], [0.77, -0.14, -1.77]], "mulliken_charge": [-0.540, -0.269, -0.623, -0.702, -0.437, 0.374, 0.195, 0.371, 0.354, 0.310, 0.292, 0.357, 0.369, 0.393, 0.207, 0.350]}



Record 6
{"formula": "C19H27IN4O3PSTi", "method": "ωB97M-V with the def2-TZVPD basis set", "lumo_energy_ha": -0.3939, "charge": 3, "elements": ["I", "Ti", "S", "P", "O", "O", "O", "N", "N", "N", "N", "C", "C", "C", "C", "C", "C", "C", "C", "C", "C", "C", "C", "C", "C", "C", "C", "C", "C", "C", "H", "H", "H", "H", "H", "H", "H", "H", "H", "H", "H", "H", "H", "H", "H", "H", "H", "H", "H", "H", "H", "H", "H", "H", "H", "H", "H"], "xyz": [[-2.80, 0.53, 0.60], [0.00, 0.28, -0.04], [2.43, 0.41, 0.24], [-0.58, -2.46, -0.09], [-0.34, -0.94, -1.33], [0.88, -2.26, 0.50], [-0.46, -3.61, -1.12], [3.25, 1.19, 3.99], [3.56, 0.84, 2.70], [0.17, 1.10, 2.21], [1.49, 1.08, 2.71], [-2.65, 4.95, -1.38], [-2.25, -5.14, -0.27], [2.03, -4.36, 1.05], [-2.68, 2.48, -0.22], [0.81, 2.55, -1.64], [-1.48, 2.85, -0.85], [1.11, 1.73, 5.14], [-0.34, -1.02, -2.83], [-0.35, 4.58, -2.16], [-3.78, 4.53, -0.73], [-1.50, 4.13, -1.46], [-1.53, -4.61, -1.48], [-0.28, 2.06, -0.92], [-3.80, 3.25, -0.14], [1.96, 1.34, 3.99], [0.77, 3.80, -2.27], [1.06, -1.03, -3.36], [2.51, 0.77, 1.91], [2.07, -3.12, 0.20], [2.91, -2.48, 0.44], [-2.63, 5.92, -1.86], [-0.43, 0.62, 2.88], [1.57, -1.97, -3.12], [1.65, -0.20, -2.96], [0.53, 2.63, 4.92], [0.43, 0.93, 5.43], [1.18, -5.00, 0.81], [-2.19, -4.12, -2.19], [-2.98, -5.87, -0.59], [-4.66, 5.15, -0.68], [-0.14, 2.07, 2.17], [2.06, -3.33, -0.86], [-0.97, -5.38, -2.00], [1.03, -0.93, -4.44], [4.53, 0.68, 2.46], [-0.92, -0.16, -3.16], [-2.79, -4.36, 0.27], [-4.70, 2.90, 0.36], [2.94, -4.94, 0.86], [1.64, 4.16, -2.81], [1.76, 1.94, 5.99], [2.01, -4.12, 2.12], [-0.38, 5.56, -2.62], [-0.88, -1.93, -3.07], [1.73, 1.99, -1.73], [-1.56, -5.65, 0.42]], "mulliken_charge": [0.115, 0.143, -0.447, 0.109, -0.424, -0.094, -0.187, -0.658, 0.276, -0.630, 0.443, -0.962, -1.152, -1.249, 0.728, -0.422, 0.298, -1.311, -0.136, -0.581, -0.723, 0.868, -0.184, 1.616, -0.752, 0.877, -1.492, -0.967, 0.522, -0.001, 0.363, 0.465, 0.350, 0.246, 0.213, 0.355, 0.357, 0.276, 0.284, 0.398, 0.439, 0.353, 0.168, 0.315, 0.451, 0.193, 0.389, 0.388, 0.461, 0.437, 0.464, 0.358, 0.331, 0.483, 0.245, 0.284, 0.312]}



E_tot / eV: -13086.8154, -49722.2915, -96321.7822, -20358.5751, -6263.1230, -83558.4590
Relative energy (zero: lowest compared OMol25 entry of this formula, charge and spin) / kJ/mol: 141.4, 294.1, 180.7, 483.7, 44.2, 60.1